Density functional theory data (ωB97M-V/def2-TZVPD) for a cluster of 2 separate species, C3H6ClNO2 in total in a non-equilibrium geometry.

Calculated values
Gap between HOMO and LUMO (spin up / spin down)   0.24128 / 0.30414 Ha
HOMO level (spin up / spin down)   -8.2 / -8.9 eV
Largest force on an atom   1.574 eV/Å
Electronic energy   -21309.177 eV
Energy relative to the best compared isomer or geometry (same formula, charge and spin)   669.9 kJ/mol

Geometry (Å):
C  -0.7970  0.4427  0.9368
C  1.7948  -1.1335  -0.9300
C  -0.0758  1.1490  -0.1454
N  1.1865  1.5661  -0.0046
O  1.7258  2.2535  -0.8814
O  1.8425  1.1697  1.0127
Cl  2.8009  -0.7596  0.2889
H  -1.5837  1.0836  1.3439
H  -1.2837  -0.4606  0.5640
H  -0.1109  0.1854  1.7381
H  1.9799  -0.7243  -1.9093
H  0.9282  -1.7452  -0.7567
H  -0.5921  1.5050  -1.0221